# 1
12
Properties=species:S:1:pos:R:3 method="wB97M-V/def2-TZVPD" lumo_ev=3.83 e_tot_ha=-533.95171 charge=-1 orbital_gap_ev=5.980 molar_mass_g_mol=78.16 de_lowest_kcal_mol=12.16 e_homo_ev=-2.15
N 1.7049 0.7390 -2.9920
H 1.9300 0.1880 -2.1724
H 2.5418 1.3109 -3.0685
H 0.9644 1.3759 -2.7067
C -0.6064 -1.2324 1.3746
C -1.2165 0.1254 1.2767
S -0.3284 1.6583 1.9950
H -1.1921 -2.0489 0.9225
H -0.5494 -1.5226 2.4318
H 0.3721 -1.2834 0.8854
H -2.1947 0.1624 1.7704
H -1.4258 0.5273 0.2832

---

# 2
12
Properties=species:S:1:pos:R:3 method="wB97M-V/def2-TZVPD" lumo_ev=4.04 e_tot_ha=-533.96421 charge=-1 orbital_gap_ev=6.783 molar_mass_g_mol=78.16 de_lowest_kcal_mol=4.32 e_homo_ev=-2.75
S 1.7525 2.9294 0.9039
H 2.2639 2.4049 -0.2211
C -0.4610 -1.7482 -0.1916
C -0.2347 -0.2492 -0.4150
N -0.6943 0.5514 0.7434
H 0.4879 -2.2600 -0.0426
H -0.9574 -2.2127 -1.0376
H -1.0976 -1.8956 0.6695
H -0.6901 0.1306 -1.3243
H 0.8383 -0.0600 -0.5014
H -1.3039 1.2727 0.3613
H 0.0963 1.1367 1.0555

---

# 3
12
Properties=species:S:1:pos:R:3 method="wB97M-V/def2-TZVPD" lumo_ev=4.33 e_tot_ha=-533.94845 charge=-1 orbital_gap_ev=7.135 molar_mass_g_mol=78.16 de_lowest_kcal_mol=14.21 e_homo_ev=-2.80
S 2.1451 0.2272 0.0838
H 2.0752 -1.0405 -0.2080
C -1.9570 -0.0236 1.1264
C -1.3153 0.4290 -0.2809
N -0.9901 -0.7617 -0.9774
H -2.8285 -0.7625 0.9915
H -2.3244 0.8837 1.6169
H -1.0620 -0.3660 1.6649
H -0.4030 0.9310 0.0401
H -1.9122 1.1921 -0.8610
H 0.0581 -0.8010 -0.8628
H -1.3611 -0.7718 -1.9545

---

# 4
13
Properties=species:S:1:pos:R:3 method="wB97M-V/def2-TZVPD" lumo_ev=3.60 e_tot_ha=-932.16691 charge=-1 orbital_gap_ev=6.804 molar_mass_g_mol=110.23 de_lowest_kcal_mol=0.45 e_homo_ev=-3.21
S 0.7529 -0.6796 -1.9935
H 1.4294 -0.6012 -3.1500
C -0.2129 -0.7500 1.3001
C -0.8603 0.5171 0.7533
S 0.3368 1.8705 0.4617
N -1.1002 -1.9034 1.0258
H 0.7730 -0.9169 0.8690
H -0.0855 -0.6243 2.3839
H -1.3483 0.3243 -0.2001
H -1.6231 0.8894 1.4392
H 0.7799 1.2420 -0.6864
H -1.0509 -2.0016 0.0091
H -0.5680 -2.7191 1.3014

---

# 5
13
Properties=species:S:1:pos:R:3 method="wB97M-V/def2-TZVPD" lumo_ev=-4.16 e_tot_ha=-931.82249 charge=+1 orbital_gap_ev=8.514 smiles=[NH3+]CCSS molar_mass_g_mol=110.23 de_lowest_kcal_mol=31.24 e_homo_ev=-12.67
N -0.1643 1.8478 0.0485
C 0.3972 0.5292 0.7490
C 0.3505 -0.4957 -0.3447
S 0.6219 -2.1115 0.4015
S -1.2109 -3.0490 -0.0303
H -0.0093 2.8522 0.5356
H 0.0267 1.9781 -0.9298
H -1.2236 1.9055 0.2828
H 1.4305 0.6583 0.9969
H -0.4006 0.5664 1.4874
H 1.3098 -0.4750 -1.0066
H -0.3953 -0.4032 -1.1463
H -0.7325 -3.8031 -1.0440

---

# 6
13
Properties=species:S:1:pos:R:3 method="wB97M-V/def2-TZVPD" lumo_ev=-3.52 e_tot_ha=-931.75750 charge=+1 orbital_gap_ev=8.635 molar_mass_g_mol=110.23 de_lowest_kcal_mol=72.02 e_homo_ev=-12.16
S 0.2051 -0.5339 -0.6297
S -0.0627 -0.4268 -2.5866
H 0.6701 -1.7475 -0.2517
H -1.4009 -0.3135 -2.7070
C -0.3611 0.2418 2.0529
C -0.5056 0.7886 0.7949
N 0.5944 0.8919 2.9824
H -0.7978 -0.6537 2.4160
H -1.4983 0.9435 0.3872
H 0.0220 1.7403 0.6431
H 0.7646 0.3249 3.8001
H 1.5422 1.0304 2.6134
H 0.2348 1.7803 3.2849

---

# 7
12
Properties=species:S:1:pos:R:3 method="wB97M-V/def2-TZVPD" lumo_ev="4.19 / 4.18" e_tot_ha=-231.39875 charge=-1 orbital_gap_ev="4.179 / 7.279" spin_multiplicity=2 molar_mass_g_mol=64.08 de_lowest_kcal_mol=6.49 e_homo_ev="0.01 / -3.09"
O 2.8508 1.0170 0.1826
H 3.6157 0.5140 0.4661
H 2.0718 0.4166 0.1552
H 0.5926 1.5963 -4.0364
C -0.9759 -0.8807 0.0083
O 0.0386 -0.1652 0.3886
C -2.3908 -0.4825 0.3919
H -0.9362 -1.3321 -1.0070
H -2.9149 0.1292 -0.3675
H -2.4262 0.0021 1.3699
H -2.9860 -1.3952 0.4686
H -0.0276 1.1907 -4.1023

---

# 8
12
Properties=species:S:1:pos:R:3 method="wB97M-V/def2-TZVPD" lumo_ev=0.93 e_tot_ha=-231.42138 orbital_gap_ev=11.000 smiles="[H][H].CC=O.O" molar_mass_g_mol=64.08 de_lowest_kcal_mol=25.69 e_homo_ev=-10.07
O -0.0221 -0.9915 -1.7509
H -0.5784 -1.3757 -2.4330
H -0.6015 -0.9026 -0.9878
H -0.7863 -0.3140 -7.0412
C 0.2916 0.4636 0.9195
O -0.8120 0.8027 0.5893
C 0.6980 0.1911 2.3411
H 1.0825 0.1564 0.2060
H 1.2649 -0.7393 2.3942
H 1.2391 1.0210 2.7925
H -0.1628 0.1039 2.9988
H -0.4738 -0.8941 -7.3717